[1]
ORCA calculation (ωB97M-V with the def2-TZVPD basis set) on C3H6O in the gas phase at a distorted geometry.

Geometry (Å):
C 0.96966 0.57111 -0.89210
C -0.02150 -0.21571 0.03734
C -1.27635 0.53349 0.43926
H 0.34279 1.11860 -1.74636
H 1.80224 -0.06540 -1.32770
H 1.50446 1.35240 -0.17918
H -1.08189 0.87729 1.48966
H -2.29262 -0.04839 0.46128
H -1.24910 1.37163 -0.23136
O 0.36790 -1.24243 0.50333

As for the structure (SMILES): CC(C)=O. The spin multiplicity is 1. As for the energy relative to the best compared isomer or geometry (same formula, charge and spin): 17.1 kcal per mole.

[2]
ORCA calculation (ωB97M-V with the def2-TZVPD basis set) on a molecular structure, C16H28N7PmS4.

Geometry (Å):
Pm 0.80999 -0.66410 0.41921
S 5.47649 -0.74010 0.17111
C 3.88169 -0.41900 0.37761
S 3.07019 -0.77460 1.88221
S 2.92749 0.33640 -0.88179
S -1.15281 -2.43230 -0.60019
C 0.23619 -3.44130 -0.83209
C 0.15249 -4.69750 -1.44199
C 1.29909 -5.44430 -1.59739
C 2.51149 -4.93240 -1.13899
C 2.51369 -3.68920 -0.53679
N 1.41289 -2.95010 -0.38109
H -0.80741 -5.05030 -1.77829
H 1.25899 -6.41510 -2.07209
H 3.42979 -5.48810 -1.24709
H 3.43549 -3.25580 -0.16009
N -0.27501 -1.90440 2.55591
C -0.56111 -1.10940 3.75951
C -1.26901 0.20030 3.37301
C -0.53341 1.44210 3.88411
C 0.87289 1.60960 3.30721
N 0.83379 1.72220 1.83521
H -1.14911 -2.31200 2.21391
H 0.33579 -2.68620 2.80681
H 0.39679 -0.88070 4.22961
H -1.16991 -1.66950 4.48091
H -2.28631 0.21430 3.76901
H -1.34201 0.24320 2.27161
H -0.46161 1.39500 4.97291
H -1.11761 2.32660 3.62321
H 1.51589 0.76000 3.55011
H 1.32409 2.50220 3.76431
H 1.80279 1.84690 1.51391
H 0.34839 2.59590 1.61491
C -0.67151 0.46040 -2.55319
N -0.45381 1.11320 -1.22839
C 0.22899 2.40610 -1.50549
N -0.54001 3.25060 -2.39699
C -0.74401 2.55000 -3.65809
N -1.45031 1.29180 -3.44739
C -2.73731 1.56980 -2.82689
N -2.57521 2.27080 -1.55589
C -1.79111 1.43410 -0.67089
C -1.84291 3.50930 -1.80279
H -1.20521 -0.48700 -2.40649
H 0.30699 0.26160 -3.00859
H 1.20639 2.19950 -1.95269
H 0.37609 2.94460 -0.56249
H 0.22669 2.34500 -4.11469
H -1.32921 3.18740 -4.32539
H -3.25851 0.62660 -2.64649
H -3.33681 2.18880 -3.49629
H -2.33671 0.49800 -0.49239
H -1.65731 1.96580 0.28161
H -1.71061 4.04140 -0.85609
H -2.42551 4.13380 -2.48269

The spin multiplicity is 5. As for the energy relative to the best compared isomer or geometry (same formula, charge and spin): 0.0 kcal per mole.

[3]
ORCA calculation (ωB97M-V with the def2-TZVPD basis set) on 11 unconnected molecules or ions with the total composition C51H132N8O3 at a distorted geometry.

Geometry (Å):
C 19.36807 10.27978 9.20462
C 20.68997 10.86468 8.71862
N 21.61672 11.27996 9.76818
C 21.42067 12.62540 10.33797
C 19.97733 12.98270 10.62355
C 21.96378 10.23378 10.71372
C 22.49791 9.00249 10.07545
H 18.85708 10.86118 9.91010
H 19.58903 9.23078 9.55883
H 18.68284 10.04898 8.37798
H 21.24470 10.09361 8.16765
H 20.47992 11.72793 8.03582
H 22.01556 12.57916 11.28261
H 21.84090 13.32865 9.63525
H 19.40857 12.90637 9.66337
H 19.47624 12.29620 11.34742
H 19.87027 14.00284 11.04712
H 21.10335 9.92031 11.36009
H 22.69638 10.66139 11.37164
H 21.71952 8.53952 9.42878
H 22.76911 8.29049 10.86450
H 23.33674 9.24610 9.39105
C 12.94951 12.63432 19.71512
C 13.81560 11.44867 20.13289
N 13.98195 10.31853 19.14197
C 14.61878 10.72535 17.91919
C 16.13555 10.93560 18.00252
C 12.75552 9.53408 19.00258
C 12.44765 8.65069 20.21567
H 11.97717 12.34056 19.27787
H 13.51629 13.27152 19.01454
H 12.82442 13.29713 20.56251
H 14.82493 11.81632 20.35712
H 13.45762 10.98622 21.06060
H 14.41856 9.97812 17.13706
H 14.14489 11.69290 17.53333
H 16.36406 11.54391 18.83217
H 16.68682 10.00095 18.23785
H 16.48571 11.37243 17.08709
H 12.87703 8.87339 18.12852
H 11.85155 10.15246 18.72108
H 12.13353 9.26876 21.03330
H 13.36423 8.18251 20.60040
H 11.77561 7.81980 19.96068
C 16.18914 9.49959 10.73996
C 16.27772 10.51916 11.89548
N 16.88847 9.97352 13.12957
C 16.93509 11.05874 14.12518
C 15.55601 11.49716 14.47921
C 18.21068 9.34908 12.86122
C 18.92474 8.85829 14.10076
H 15.58824 8.60573 10.94504
H 17.16284 9.12840 10.44772
H 15.73142 10.00498 9.87383
H 16.88998 11.37734 11.61700
H 15.29095 10.88733 12.06498
H 17.53351 10.67719 14.94603
H 17.51032 11.94332 13.82384
H 15.03037 11.99224 13.67781
H 15.01935 10.61295 14.83108
H 15.61683 12.17918 15.30720
H 18.85718 10.06021 12.36837
H 18.09713 8.57032 12.13337
H 19.73883 8.20288 13.77828
H 18.29535 8.11712 14.60317
H 19.11704 9.67190 14.77663
C 17.17689 17.62731 19.49723
C 16.04157 18.58768 18.99487
N 16.49927 19.85645 18.50999
C 17.12909 19.74036 17.20744
C 17.71184 21.05460 16.69826
C 15.47018 20.88876 18.63003
C 14.36869 20.68638 17.58119
H 17.72087 18.03174 20.35708
H 17.96479 17.48301 18.73631
H 16.70696 16.66262 19.75875
H 15.49539 18.01053 18.20539
H 15.30211 18.75117 19.78991
H 16.55232 19.27302 16.40132
H 17.98048 19.03317 17.37833
H 18.39256 20.82434 15.87072
H 18.26045 21.55433 17.48827
H 16.96938 21.77132 16.33261
H 15.12166 20.88027 19.68271
H 15.95410 21.83417 18.45732
H 14.81128 20.68465 16.56819
H 13.76923 19.79281 17.71867
H 13.73360 21.53875 17.63025
C 18.90244 16.96126 15.58128
C 19.65615 15.75213 15.03502
N 19.63031 14.65016 15.98843
C 20.07558 13.36492 15.32988
C 21.55418 13.25990 14.90545
C 20.47474 15.01439 17.12873
C 20.46910 13.99261 18.35033
H 19.31477 17.40037 16.51124
H 17.84334 16.65546 15.78804
H 18.86464 17.76053 14.81096
H 19.04897 15.42396 14.12852
H 20.71937 15.93513 14.71527
H 19.91407 12.45737 15.93224
H 19.40007 13.30374 14.42895
H 22.24263 13.31966 15.72718
H 21.70366 12.30227 14.36694
H 21.83098 14.09839 14.26492
H 20.14654 15.98488 17.49788
H 21.50975 15.14155 16.78028
H 21.02596 13.08342 18.16084
H 19.38968 13.74972 18.59877
H 20.93314 14.47451 19.24644
C 12.64582 13.87823 14.47896
C 12.27686 12.88697 15.57959
N 10.90654 12.38687 15.32539
C 9.90601 13.26722 15.94346
C 8.58369 13.26536 15.24142
C 10.80494 11.03831 15.87325
C 11.41327 9.96650 14.90921
H 13.66368 14.32822 14.51274
H 11.87330 14.62709 14.43479
H 12.67794 13.32805 13.54833
H 12.89481 11.99208 15.55592
H 12.33902 13.34341 16.54777
H 9.64400 12.99037 16.98500
H 10.36995 14.23457 15.89978
H 8.23406 12.24647 15.07915
H 7.81451 13.84290 15.77546
H 8.63155 13.56090 14.19942
H 9.71269 10.83891 15.93904
H 11.29607 10.90699 16.89443
H 10.78452 9.97969 14.03856
H 11.35684 9.01284 15.39527
H 12.41042 10.17746 14.52193
C 22.28529 8.11017 21.70036
C 21.13070 9.14487 21.59338
N 20.11733 8.78189 20.57802
C 20.69102 8.72775 19.25442
C 19.73316 8.49851 18.09404
C 18.97006 9.63217 20.73352
C 19.15314 11.14822 20.59201
H 22.90460 8.01669 20.79522
H 21.95453 7.12112 22.00392
H 22.97433 8.36873 22.47772
H 20.64318 9.24676 22.56743
H 21.63616 10.09517 21.31100
H 21.15377 9.72539 19.06946
H 21.50512 7.99442 19.22521
H 20.35339 8.22446 17.29067
H 18.99300 7.73022 18.17884
H 19.20737 9.42132 17.89123
H 18.54800 9.47308 21.73711
H 18.22355 9.34598 19.99175
H 19.54277 11.35662 19.62158
H 19.77902 11.61834 21.36537
H 18.10214 11.58482 20.61449
C 14.34305 17.19002 14.94584
C 14.94384 17.57873 13.54737
N 15.04373 16.53442 12.54897
C 15.35629 17.14041 11.24052
C 16.80396 17.63223 11.05250
C 16.05399 15.51785 12.95467
C 16.03492 14.31000 11.97766
H 13.37674 16.74548 14.80979
H 14.25770 18.03878 15.56291
H 14.97466 16.45657 15.45383
H 14.37675 18.37127 13.04178
H 16.02836 17.98943 13.78712
H 14.61356 17.97032 11.07751
H 15.17729 16.42002 10.46202
H 17.10574 18.43201 11.70883
H 16.90511 18.09641 10.06303
H 17.55406 16.85376 11.05626
H 17.07129 15.96452 13.04771
H 15.68182 15.19614 13.91790
H 16.51776 13.47137 12.53932
H 14.99018 14.13196 11.63300
H 16.61412 14.48182 11.03032
C 13.10230 16.20767 18.63008
O 12.61646 17.53835 18.76282
H 14.19006 16.27856 18.57465
H 12.89629 15.63745 19.55274
H 12.74773 15.72789 17.73816
H 11.67352 17.41916 18.67184
C 16.12971 14.34434 17.35925
O 16.70080 14.09049 16.06974
H 16.29339 15.32535 17.74970
H 15.06207 14.11503 17.29381
H 16.50281 13.56882 18.02808
H 17.57313 14.47880 16.15262
C 16.68098 14.18069 21.41728
O 15.69396 14.99261 20.88788
H 17.11744 14.59223 22.33304
H 16.44337 13.14567 21.66083
H 17.49644 14.19061 20.70937
H 15.05326 15.17807 21.56095

As for the structure (SMILES): CCN(CC)CC.CCN(CC)CC.CCN(CC)CC.CCN(CC)CC.CCN(CC)CC.CCN(CC)CC.CCN(CC)CC.CCN(CC)CC.CO.CO.CO. The spin multiplicity is 1. As for the energy relative to the best compared isomer or geometry (same formula, charge and spin): 24.8 kcal per mole.

[4]
ORCA calculation (ωB97M-V with the def2-TZVPD basis set) on a molecular structure, C14H13F3N5RhS6.

Geometry (Å):
Rh -0.01248 0.95644 -1.69794
S 4.53898 6.35189 -3.52289
C 3.52539 5.12499 -3.18297
S 1.80084 5.30018 -3.09520
C 1.39026 3.65809 -2.70442
C 2.49166 2.77530 -2.60180
S 2.43153 1.12389 -2.27248
S 4.04778 3.50238 -2.86923
S -0.24343 3.27958 -2.50741
F -3.72008 -1.92522 -4.25965
C -3.99611 -2.16440 -2.96962
F -5.27527 -2.58464 -2.91598
F -3.23280 -3.19987 -2.58299
C -3.78225 -0.95327 -2.10481
C -4.82834 -0.42554 -1.36943
C -4.61620 0.68156 -0.56175
C -3.34464 1.22159 -0.52148
N -2.33656 0.72636 -1.23093
C -2.52362 -0.34352 -2.01946
S -1.06655 -0.82445 -2.85287
H -5.80560 -0.88416 -1.42778
H -5.41523 1.11158 0.02383
H -3.11016 2.07655 0.10069
C 2.99010 -2.48830 2.08611
C 2.36426 -1.97058 3.37738
C 1.05355 -2.68627 3.68515
C 2.19341 -0.45122 3.35918
N 1.27225 0.00679 2.32253
C 1.48237 0.25404 1.03298
N 0.32946 0.56655 0.48927
N -0.59303 0.51106 1.47348
N -0.03781 0.17456 2.57228
H 3.21060 -3.55198 2.17247
H 3.92359 -1.97299 1.84932
H 2.30848 -2.37368 1.23979
H 3.06458 -2.15849 4.19740
H 0.32642 -2.54127 2.88385
H 0.60402 -2.32518 4.61096
H 1.22482 -3.75815 3.78394
H 3.14666 0.04651 3.18056
H 1.78549 -0.08864 4.30089
H 2.43366 0.22191 0.52901

The spin multiplicity is 5. As for the energy relative to the best compared isomer or geometry (same formula, charge and spin): 0.0 kcal per mole.

[5]
ORCA calculation (ωB97M-V with the def2-TZVPD basis set) on C4H3NO3 in the gas phase at a distorted geometry.

Geometry (Å):
C 0.32560 -0.80404 0.99600
C 0.30272 0.55569 1.16479
C -0.39375 0.91686 -1.13735
C -0.29435 -0.61323 -1.23160
H 0.71283 -2.47951 1.55163
H 0.32660 1.13292 2.05293
H -0.38437 -1.14627 -2.11770
N 0.02151 -1.34613 -0.14914
O 0.66242 -1.58935 2.00485
O -0.02741 1.39774 0.11949
O -0.69088 1.63962 -2.02359

As for the structure (SMILES): O=c1cnc(O)co1. The spin multiplicity is 1. As for the energy relative to the best compared isomer or geometry (same formula, charge and spin): 45.2 kcal per mole.

[6]
ORCA calculation (ωB97M-V with the def2-TZVPD basis set) on 2 unconnected molecules or ions with the total composition CH2ClNOS2 at a distorted geometry.

Geometry (Å):
C -0.30673 -0.78499 -0.32202
N 0.94176 -1.19874 -0.54239
O -1.20118 -0.53264 -1.07806
S -0.76394 -0.94011 1.49475
S 2.42211 -1.15233 0.01534
Cl 0.34852 1.96871 -0.76266
H -1.99580 -0.67133 1.54334
H 0.55525 3.31143 -0.34830

As for the structure (SMILES): O=C(S)N=S.Cl. The spin multiplicity is 1. As for the energy relative to the best compared isomer or geometry (same formula, charge and spin): 38.9 kcal per mole.